{"formula": "C3H4Se", "method": "ωB97M-V/def2-TZVPD", "spin_multiplicity": 1, "gap_ev": [8.207, 8.206], "smiles": "C=C=C[SeH]", "total_charge": 0, "e_above_lowest_kcal_mol": 51.44, "elements": ["C", "C", "C", "Se", "H", "H", "H", "H"], "coordinates": [[1.87786, 0.68986, -0.13316], [0.59972, -0.03775, 0.02828], [-0.73973, -0.84138, 0.19017], [-2.10261, 0.26815, -0.57599], [2.66563, 0.23073, -0.81834], [1.87028, 1.65304, 0.32725], [-0.90619, -1.57594, 0.93552], [-3.26496, -0.38671, 0.04628]], "forces_ev_per_a": [[-5.5052, -4.8937, -0.6888], [-0.5284, -1.4561, 0.6209], [6.8105, 5.9192, -1.6609], [-0.4232, -0.4411, -0.1111], [-1.2587, 1.0850, 0.9868], [0.5627, 0.3195, 0.3600], [0.1461, -0.4253, 0.5860], [0.1961, -0.1076, -0.0928]], "lowdin_charge": [-0.019, -0.114, -0.495, 0.720, 0.062, 0.016, 0.003, -0.173]}